1.
{"formula": "C8H13N2S", "method": "ωB97M-V with the def2-TZVPD basis set", "symbols": ["C", "C", "C", "C", "C", "C", "C", "C", "N", "N", "S", "H", "H", "H", "H", "H", "H", "H", "H", "H", "H", "H", "H", "H"], "positions_angstrom": [[-1.367, -1.850, -3.189], [-0.501, -1.725, -2.130], [-2.612, -1.347, -2.821], [-0.994, -1.086, -1.055], [0.118, 0.635, 0.591], [1.511, -0.032, 2.415], [1.487, 2.327, 1.848], [-0.151, -0.880, 0.169], [0.920, 0.953, 1.577], [-0.542, 1.553, -0.126], [-2.694, -0.738, -1.244], [-1.130, -2.331, -4.148], [0.569, -1.910, -1.960], [-3.386, -1.322, -3.602], [1.291, -1.071, 1.994], [2.538, 0.021, 2.435], [1.094, -0.109, 3.490], [2.654, 2.307, 1.701], [0.904, 3.036, 1.130], [1.299, 2.444, 2.964], [0.900, -1.273, 0.046], [-0.619, -1.349, 1.101], [-1.017, 1.282, -0.921], [-0.273, 2.467, -0.266]], "s_squared": 2.012, "total_charge": 1, "relative_energy_ev": 0.108, "multiplicity": 3, "orbital_gap_ha": [0.20144, 0.26055], "energy_ha": -819.92009}


2.
{"formula": "C20H23N2O2", "method": "ωB97M-V with the def2-TZVPD basis set", "symbols": ["C", "C", "C", "N", "C", "C", "C", "C", "O", "O", "C", "C", "C", "C", "N", "C", "C", "C", "C", "C", "C", "C", "C", "C", "H", "H", "H", "H", "H", "H", "H", "H", "H", "H", "H", "H", "H", "H", "H", "H", "H", "H", "H", "H", "H", "H", "H"], "positions_angstrom": [[-0.760, -5.876, 0.466], [-0.132, -4.901, 0.131], [0.238, -3.521, -0.349], [-0.880, -2.544, -0.209], [-2.172, -2.956, -0.188], [-3.249, -2.062, -0.015], [-2.985, -0.665, 0.101], [-4.089, 0.387, 0.283], [-4.207, 1.378, -0.375], [-5.016, 0.093, 1.269], [-1.616, -0.237, 0.035], [-1.337, 1.248, 0.108], [-1.088, 2.064, -1.063], [-0.887, 3.449, -0.832], [-0.856, 4.126, 0.318], [-1.082, 3.392, 1.416], [-1.332, 1.997, 1.324], [-0.567, -1.214, -0.103], [0.877, -0.672, -0.163], [1.361, 0.032, 1.177], [1.914, 1.465, 0.827], [3.449, 1.488, 0.527], [3.891, 0.596, -0.675], [3.252, 1.008, -2.057], [-1.362, -6.682, 0.891], [0.659, -3.515, -1.380], [1.078, -3.188, 0.302], [-2.453, -4.014, -0.305], [-4.291, -2.422, 0.029], [-5.858, 0.391, 0.875], [-1.075, 1.609, -2.070], [-0.734, 4.061, -1.745], [-1.108, 3.877, 2.410], [-1.522, 1.445, 2.267], [0.885, 0.068, -0.997], [1.638, -1.430, -0.427], [0.463, 0.185, 1.817], [2.147, -0.550, 1.696], [1.405, 1.914, -0.054], [1.742, 2.185, 1.662], [4.052, 1.194, 1.417], [3.709, 2.538, 0.259], [3.668, -0.487, -0.520], [4.993, 0.703, -0.792], [2.709, 0.169, -2.543], [4.003, 1.415, -2.769], [2.497, 1.815, -1.900]], "total_charge": 1, "relative_energy_ev": 2.452, "smiles": "C#CC[n+]1ccc(C(=O)O)c(-c2ccncc2)c1CCCCCC", "orbital_gap_ha": 0.28838, "energy_ha": -1035.56001}


3.
{"formula": "C64H101F5O18", "method": "ωB97M-V with the def2-TZVPD basis set", "symbols": ["C", "C", "C", "O", "C", "O", "O", "H", "H", "H", "H", "H", "H", "C", "O", "C", "C", "O", "C", "C", "O", "C", "H", "H", "H", "H", "H", "H", "H", "H", "H", "H", "H", "H", "H", "H", "C", "O", "C", "C", "O", "C", "C", "O", "C", "H", "H", "H", "H", "H", "H", "H", "H", "H", "H", "H", "H", "H", "H", "C", "O", "C", "C", "O", "C", "C", "O", "C", "H", "H", "H", "H", "H", "H", "H", "H", "H", "H", "H", "H", "H", "H", "C", "O", "C", "C", "O", "C", "C", "O", "C", "H", "H", "H", "H", "H", "H", "H", "H", "H", "H", "H", "H", "H", "H", "C", "O", "C", "C", "O", "C", "C", "O", "C", "H", "H", "H", "H", "H", "H", "H", "H", "H", "H", "H", "H", "H", "H", "F", "C", "C", "C", "C", "C", "C", "H", "H", "H", "H", "H", "F", "C", "C", "C", "C", "C", "C", "H", "H", "H", "H", "H", "F", "C", "C", "C", "C", "C", "C", "H", "H", "H", "H", "H", "F", "C", "C", "C", "C", "C", "C", "H", "H", "H", "H", "H", "F", "C", "C", "C", "C", "C", "C", "H", "H", "H", "H", "H"], "positions_angstrom": [[-4.305, -7.199, -1.191], [-3.942, -6.488, 0.155], [-2.860, -5.427, -0.101], [-3.321, -4.420, 0.847], [-4.608, -4.626, 1.219], [-5.307, -3.955, 1.932], [-5.104, -5.740, 0.568], [-3.420, -7.544, -1.687], [-4.825, -6.372, -1.753], [-4.998, -8.013, -1.091], [-3.638, -7.153, 0.950], [-2.676, -4.889, -1.054], [-1.853, -5.742, 0.244], [3.433, -2.561, -3.788], [2.085, -2.978, -3.528], [1.896, -4.139, -2.854], [2.032, -5.434, -3.633], [3.330, -5.768, -4.066], [3.386, -6.942, -4.858], [4.845, -7.292, -4.966], [5.357, -7.994, -3.851], [6.611, -8.583, -4.088], [4.147, -3.384, -3.708], [3.687, -1.680, -3.157], [3.451, -2.309, -4.838], [0.865, -4.181, -2.537], [2.325, -4.096, -1.838], [1.390, -5.427, -4.553], [1.601, -6.301, -2.974], [3.040, -6.779, -5.858], [2.780, -7.735, -4.362], [5.283, -6.275, -5.019], [5.048, -7.850, -5.899], [7.306, -7.810, -4.457], [6.427, -9.395, -4.843], [6.974, -9.037, -3.144], [-4.820, -0.947, 0.306], [-4.387, -0.628, -0.985], [-3.528, -1.676, -1.287], [-3.076, -1.413, -2.764], [-2.460, -2.625, -3.211], [-1.727, -2.374, -4.378], [-1.224, -3.514, -5.149], [-2.364, -4.353, -5.447], [-2.308, -5.524, -4.691], [-5.422, -1.860, 0.369], [-5.365, -0.139, 0.755], [-3.958, -1.143, 0.988], [-3.973, -2.640, -1.190], [-2.647, -1.680, -0.588], [-2.338, -0.666, -2.896], [-4.018, -1.243, -3.330], [-0.919, -1.644, -4.148], [-2.499, -1.861, -4.938], [-0.399, -4.088, -4.611], [-0.776, -3.089, -6.045], [-2.540, -5.285, -3.678], [-1.316, -6.047, -4.858], [-3.167, -6.155, -4.987], [-2.813, 2.332, -2.152], [-1.498, 2.297, -2.760], [-1.252, 3.409, -3.521], [-1.504, 4.772, -2.824], [-0.710, 5.715, -3.522], [-1.298, 6.924, -3.840], [-2.152, 6.877, -5.075], [-3.372, 6.158, -4.723], [-4.406, 6.611, -5.647], [-3.018, 3.218, -1.533], [-2.901, 1.418, -1.597], [-3.704, 2.308, -2.844], [-1.829, 3.445, -4.457], [-0.184, 3.469, -3.801], [-1.233, 4.613, -1.771], [-2.509, 5.110, -2.909], [-0.463, 7.643, -4.048], [-1.979, 7.241, -3.037], [-1.648, 6.363, -5.931], [-2.423, 7.868, -5.362], [-4.031, 6.459, -6.692], [-4.599, 7.693, -5.517], [-5.326, 6.018, -5.465], [2.317, -1.711, 4.136], [2.679, -1.386, 5.505], [3.789, -0.480, 5.499], [3.309, 0.936, 5.304], [4.283, 1.821, 5.711], [3.878, 3.155, 5.387], [5.028, 4.060, 5.536], [5.682, 4.497, 4.354], [6.788, 3.749, 4.056], [1.698, -0.928, 3.589], [1.795, -2.688, 4.030], [3.233, -1.897, 3.504], [4.667, -0.767, 4.859], [4.088, -0.549, 6.515], [2.391, 1.134, 5.835], [3.127, 1.090, 4.249], [3.077, 3.443, 6.041], [3.458, 3.189, 4.399], [5.699, 3.472, 6.230], [4.744, 5.007, 6.032], [7.457, 3.545, 4.936], [7.438, 4.287, 3.310], [6.518, 2.732, 3.677], [-3.478, 5.167, 0.586], [-2.766, 4.068, 1.152], [-3.600, 2.958, 1.523], [-4.531, 3.284, 2.690], [-5.594, 4.056, 2.184], [-6.670, 3.891, 3.156], [-7.782, 4.898, 2.797], [-8.483, 4.626, 1.631], [-7.913, 5.176, 0.419], [-2.726, 6.015, 0.457], [-4.278, 5.446, 1.171], [-3.856, 5.099, -0.419], [-3.018, 2.031, 1.752], [-4.208, 2.662, 0.649], [-3.954, 3.925, 3.390], [-4.914, 2.374, 3.195], [-6.305, 4.104, 4.174], [-6.965, 2.844, 3.096], [-7.242, 5.882, 2.903], [-8.555, 4.898, 3.604], [-7.336, 6.065, 0.660], [-8.696, 5.384, -0.348], [-7.207, 4.330, 0.138], [-0.172, -3.597, -0.069], [-0.099, -2.222, -0.027], [0.116, -1.530, -1.231], [0.049, -0.167, -1.227], [-0.215, 0.495, -0.010], [-0.407, -0.238, 1.158], [-0.369, -1.617, 1.136], [0.261, -2.173, -2.096], [0.138, 0.412, -2.111], [-0.199, 1.599, -0.038], [-0.585, 0.373, 1.988], [-0.467, -2.174, 2.043], [2.444, 1.518, 1.543], [3.688, 1.320, 0.940], [4.800, 1.675, 1.655], [6.017, 1.717, 0.981], [6.084, 1.346, -0.340], [4.950, 0.906, -1.048], [3.727, 0.876, -0.359], [4.691, 2.046, 2.676], [6.879, 1.975, 1.575], [6.990, 1.468, -0.881], [5.063, 0.644, -2.068], [2.747, 0.762, -0.834], [2.359, -3.978, 1.209], [3.635, -3.611, 1.401], [4.404, -4.198, 2.419], [5.712, -3.831, 2.524], [6.274, -2.826, 1.665], [5.472, -2.137, 0.770], [4.149, -2.616, 0.584], [3.931, -4.907, 3.046], [6.377, -4.287, 3.304], [7.253, -2.485, 1.868], [5.936, -1.355, 0.217], [3.598, -2.060, -0.116], [-4.577, 0.387, 4.210], [-3.358, -0.129, 4.446], [-2.285, 0.781, 4.607], [-1.076, 0.315, 4.945], [-0.880, -1.077, 5.029], [-1.943, -1.922, 4.739], [-3.203, -1.464, 4.438], [-2.518, 1.824, 4.533], [-0.218, 0.896, 5.128], [0.001, -1.453, 5.423], [-1.726, -2.964, 4.720], [-4.049, -2.094, 4.350], [1.691, 3.327, -0.635], [1.968, 4.165, 0.446], [0.963, 4.445, 1.323], [1.233, 5.370, 2.304], [2.577, 5.647, 2.577], [3.547, 5.405, 1.649], [3.286, 4.581, 0.559], [-0.075, 4.148, 1.212], [0.468, 5.626, 3.025], [2.902, 6.200, 3.446], [4.596, 5.659, 1.799], [4.021, 4.465, -0.199]], "smiles": "C[C@H]1COC(=O)O1.COCCOCCOC.COCCOCCOC.COCCOCCOC.COCCOCCOC.COCCOCCOC.Fc1ccccc1.Fc1ccccc1.Fc1ccccc1.Fc1ccccc1.Fc1ccccc1", "orbital_gap_ha": 0.34807, "energy_ha": -4352.45101}


4.
{"formula": "C2H8N2O2", "method": "ωB97M-V with the def2-TZVPD basis set", "symbols": ["N", "C", "C", "O", "O", "N", "H", "H", "H", "H", "H", "H", "H", "H"], "positions_angstrom": [[0.319, 0.222, 1.884], [-0.831, -0.604, 0.883], [-0.855, -0.173, -0.524], [-2.184, -0.438, -0.946], [0.884, -0.353, -0.721], [1.815, 0.678, -0.833], [1.111, -0.366, 2.141], [0.722, 1.027, 1.398], [-1.741, -0.474, 1.463], [-0.509, -1.635, 1.018], [-0.687, 0.549, -1.336], [-2.328, 0.021, -1.783], [1.570, 1.302, -1.601], [2.714, 0.245, -1.043]], "relative_energy_ev": 8.162, "smiles": "NC[C@H](O)ON", "orbital_gap_ha": 0.28576, "energy_ha": -340.73049}


5.
{"formula": "C26H59N2O7S4", "method": "ωB97M-V with the def2-TZVPD basis set", "symbols": ["C", "C", "C", "C", "C", "C", "C", "C", "C", "S", "O", "O", "N", "S", "O", "O", "C", "C", "C", "S", "C", "S", "N", "C", "C", "C", "C", "H", "H", "H", "H", "H", "H", "H", "H", "H", "H", "H", "H", "H", "H", "H", "H", "H", "H", "H", "H", "H", "H", "H", "H", "H", "H", "H", "H", "H", "H", "H", "H", "H", "H", "H", "C", "C", "C", "O", "H", "H", "H", "H", "H", "H", "H", "H", "C", "C", "C", "O", "H", "H", "H", "H", "H", "H", "H", "H", "C", "C", "C", "O", "H", "H", "H", "H", "H", "H", "H", "H"], "positions_angstrom": [[5.279, 0.475, 2.034], [6.144, 0.355, 0.767], [5.847, -0.918, -0.012], [4.512, -0.878, -0.762], [4.634, -0.301, -2.188], [4.265, 1.188, -2.220], [2.801, 1.405, -2.545], [2.366, 2.825, -2.163], [1.049, 3.191, -2.878], [-0.179, 3.932, -1.785], [0.415, 4.239, -0.508], [-0.604, 5.127, -2.471], [-1.496, 2.986, -1.704], [-1.246, 1.529, -1.075], [-1.822, 0.537, -1.957], [0.124, 1.227, -0.717], [-2.188, 1.443, 0.448], [-2.892, 2.743, 0.824], [-4.347, 2.779, 0.372], [-5.393, 1.789, 1.501], [-6.235, 0.572, 0.467], [-7.800, 0.845, 0.121], [-5.635, -0.567, -0.065], [-5.175, -0.362, -1.453], [-4.823, -1.652, -2.165], [-4.628, -1.207, 0.812], [-5.021, -2.658, 1.058], [5.908, 0.718, 2.881], [4.801, -0.465, 2.279], [4.532, 1.247, 1.900], [6.071, 1.227, 0.131], [7.177, 0.309, 1.093], [5.842, -1.764, 0.665], [6.646, -1.048, -0.739], [3.797, -0.258, -0.232], [4.134, -1.887, -0.843], [5.658, -0.475, -2.510], [4.000, -0.839, -2.888], [4.913, 1.715, -2.914], [4.445, 1.595, -1.232], [2.165, 0.712, -2.006], [2.630, 1.269, -3.613], [2.246, 2.870, -1.091], [3.148, 3.496, -2.500], [1.261, 3.892, -3.670], [0.640, 2.280, -3.291], [-1.583, 1.061, 1.253], [-2.953, 0.709, 0.269], [-2.345, 3.593, 0.436], [-2.844, 2.793, 1.905], [-4.678, 3.801, 0.492], [-4.465, 2.493, -0.665], [-6.007, 0.078, -1.989], [-4.342, 0.330, -1.552], [-3.801, -1.910, -1.935], [-4.918, -1.533, -3.234], [-5.489, -2.455, -1.885], [-4.565, -0.736, 1.781], [-3.670, -1.159, 0.310], [-5.915, -2.639, 1.671], [-5.272, -3.176, 0.145], [-4.258, -3.175, 1.624], [10.890, -0.366, 0.356], [10.375, 1.047, 0.124], [11.517, 2.049, 0.049], [9.471, 1.412, 1.163], [11.430, -0.425, 1.306], [10.060, -1.070, 0.410], [11.563, -0.680, -0.444], [9.800, 1.078, -0.803], [12.076, 2.063, 0.990], [11.131, 3.055, -0.114], [12.208, 1.805, -0.760], [9.953, 1.393, 1.998], [-0.323, -3.013, -0.498], [1.148, -3.343, -0.295], [1.330, -4.507, 0.670], [1.835, -2.195, 0.185], [-0.782, -2.716, 0.451], [-0.435, -2.173, -1.187], [-0.872, -3.869, -0.895], [1.602, -3.591, -1.255], [0.919, -4.256, 1.652], [2.389, -4.727, 0.808], [0.830, -5.407, 0.307], [1.446, -1.952, 1.033], [-10.968, 0.124, 3.265], [-11.408, -1.196, 2.651], [-10.366, -2.283, 2.869], [-11.646, -1.027, 1.256], [-10.043, 0.473, 2.800], [-11.720, 0.895, 3.098], [-10.801, 0.027, 4.340], [-12.358, -1.505, 3.091], [-9.421, -2.006, 2.394], [-10.693, -3.221, 2.419], [-10.183, -2.450, 3.932], [-10.813, -0.756, 0.852]], "total_charge": -1, "orbital_gap_ha": 0.28304, "energy_ha": -3254.99374}


Q: Number 2 is which compound?
A: C20H23N2O2